DFT (ωB97M-V/def2-TZVPD) results for one molecule with the formula C2H2N2OS2 at a distorted geometry.

Values from the calculation:
- LUMO level (spin up / spin down) (eV) = -1.48 / -1.52
- energy relative to the best compared isomer or geometry (same formula, charge and spin) (kcal per mole) = 70.67
- HOMO-LUMO gap (spin up / spin down) (eV) = 7.56 / 7.12
- HOMO (spin up / spin down) (eV) = -9.04 / -8.63
- electronic energy (Ha) = -1058.40104
- largest force on an atom (eV/A) = 2.55

```
! wB97M-V def2-TZVPD RIJCOSX def2/J DEFGRID3
* xyz 0 1
C 0.3293 1.3050 -0.4504
C 0.8378 -0.0710 -0.8352
N -0.3995 -1.6214 1.2705
N -0.5978 1.5487 0.3708
O 1.7012 -0.2216 -1.6615
S -1.1925 0.6973 1.5313
S 0.0124 -1.6722 -0.3250
H 0.7039 2.1034 -1.1571
H -1.3947 -2.0682 1.2566
*
```

Electronic structure analysis, natural (NBO) charges in units of e:
1. C -0.045
2. C 0.357
3. N -0.789
4. N -0.532
5. O -0.502
6. S 0.498
7. S 0.437
8. H 0.215
9. H 0.361